Version A
Formula: C7H10N2O3
Source: the OMol25 dataset
Level of theory: the ωB97M-V functional and the def2-TZVPD basis

Geometry as ORCA input:
```
! RIJCOSX wB97M-V def2-TZVPD def2/J DEFGRID3
* xyz 0 1
C 1.63722 -1.70258 -1.06525
C 1.27042 -1.90514 0.22194
C -0.13356 -1.49997 0.65132
C -0.46840 -0.12744 0.11429
N -1.15067 0.14486 -0.90159
C -1.22251 1.53289 -1.08887
C -0.30111 2.21535 0.09664
N 0.16606 1.08951 0.81011
O 1.59272 0.99519 0.89162
H 2.67259 -2.05145 -1.35480
H 1.03669 -1.23790 -1.83067
H 2.11495 -2.05031 0.95057
H -0.23434 -1.37968 1.74431
H -0.92968 -2.25480 0.09072
H -2.23584 1.92131 -1.11546
H -0.82453 1.76521 -2.16770
H 0.57783 2.66769 -0.32676
H -0.76611 2.87913 0.76276
H 1.93508 0.37536 1.50785
O -4.61340 -1.60804 1.21560
C -4.60764 -0.73524 0.47231
O -4.62118 0.21614 -0.17146
*
```

Calculated values
**SMILES**: C=CCC1=NCCN1O.O=C=O
**Orbital gap**: 9.11 eV
**LUMO level**: 0.6 eV

Version B
Formula: C7H10N2O3
Source: the OMol25 dataset
Level of theory: the ωB97M-V functional and the def2-TZVPD basis

Geometry as ORCA input:
```
! RIJCOSX wB97M-V def2-TZVPD def2/J DEFGRID3
* xyz 0 1
H 3.11713 -1.82151 -1.75285
N 2.74716 -1.66501 -0.81159
C 1.78185 -0.83500 -0.86644
O 1.24934 0.18258 -1.77658
C 0.78816 0.20258 -0.37248
C 1.22739 1.39661 0.36037
O 1.35099 2.59376 -0.38856
N -0.58855 -0.07102 -0.23199
C -1.52374 0.87224 -0.10189
C -2.79534 0.25377 -0.21134
C -2.52664 -1.15883 -0.34828
C -1.18894 -1.30291 -0.37073
H 2.26682 1.24091 0.73075
H 0.61906 1.67962 1.24679
H 1.37884 2.42994 -1.35614
H -1.01718 1.87499 -0.15938
H -3.79287 0.68034 -0.13382
H -3.22837 -1.94108 -0.27321
H -0.61983 -2.25315 -0.36175
O 0.52086 -0.66608 2.14941
H -0.29639 -0.20213 2.39976
H 0.53024 -1.49063 2.62999
*
```

Calculated values
**SMILES**: [H]/N=C1\O[C@@]1(CO)n1cccc1.O
**Orbital gap**: 9.16 eV
**LUMO level**: 0.6 eV

Which structure is most stable? version B, by 3.2 kcal/mol over the runner-up.

Version A
Formula: C6H12N6
Source: the OMol25 dataset
Level of theory: the ωB97M-V functional and the def2-TZVPD basis

Geometry as ORCA input:
```
! RIJCOSX wB97M-V def2-TZVPD def2/J DEFGRID3
* xyz 2 1
C -1.57316 1.23497 0.90497
N -0.80778 0.22812 0.18415
C 0.60268 -0.02868 0.54458
C 1.64827 0.81440 -0.23834
N 1.38734 1.85176 -1.00380
N 2.91062 0.37542 -0.14580
C 4.03126 0.10051 0.04299
N 5.46695 -0.89218 0.28756
C 0.75138 -1.51206 0.37826
C -0.38794 -2.15769 0.16196
N -1.40148 -1.05398 -0.13062
N -1.80814 -1.04973 -1.51601
H -1.99571 0.92649 1.87120
H -1.02495 2.06962 1.15823
H -2.48146 1.64068 0.45457
H 0.83758 0.09434 1.57931
H 0.46877 2.20026 -1.23663
H 2.07761 2.49255 -1.23507
H 6.29819 -0.20596 0.10589
H 1.78107 -1.88200 0.59110
H -0.75252 -3.14858 -0.09238
H -2.35578 -1.24916 0.32066
H -0.95892 -0.96630 -1.98696
H -2.58920 -1.47062 -1.92420
*
```

Calculated values
**SMILES**: CN1[C@H](C(=[NH2+])N=C=N)C=C[N@@H+]1N
**Orbital gap (spin up / spin down)**: 6.45 / 9.24 eV
**LUMO level (spin up / spin down)**: -9.1 / -8.6 eV

Version B
Formula: C6H12N6
Source: the OMol25 dataset
Level of theory: the ωB97M-V functional and the def2-TZVPD basis

Geometry as ORCA input:
```
! RIJCOSX wB97M-V def2-TZVPD def2/J DEFGRID3
* xyz 2 1
N 4.96013 -1.31480 0.16244
C 4.06226 -0.71301 -0.21881
C 2.82603 0.04792 -0.12238
C 2.79608 1.39957 -0.00253
C 1.60259 2.10738 -0.18428
N 0.47458 1.45146 -0.28638
C 0.28384 0.00563 -0.05854
N -0.58661 -0.41636 -1.10588
N -1.97345 -0.72935 -0.89807
N -0.13601 -0.38594 1.18881
N -1.47473 -0.16859 1.55045
C 1.68084 -0.81311 -0.08165
H 3.68792 1.96047 0.01416
H 1.58289 3.24772 -0.30674
H -0.40791 1.88466 -0.59212
H -0.51888 0.16484 -1.88580
H -2.63807 -0.35352 -1.57158
H -2.13579 -1.75783 -0.78417
H 0.57731 -0.15209 1.96076
H -2.06521 -0.48574 0.49105
H -1.73910 0.87860 1.86663
H -1.70091 -0.72058 2.31959
H 1.74357 -1.45801 -0.87188
H 1.68483 -1.61388 0.72890
*
```

Calculated values
**SMILES**: N#CC1=CC=[NH+][C@](NN)(N[NH3+])C1
**Orbital gap**: 8.54 eV
**LUMO level**: -9.3 eV

Which structure is most stable? version B, by 96.8 kcal/mol over the runner-up.

Version A
Formula: CH2N2S2
Source: the OMol25 dataset
Level of theory: the ωB97M-V functional and the def2-TZVPD basis

Geometry as ORCA input:
```
! RIJCOSX wB97M-V def2-TZVPD def2/J DEFGRID3
* xyz 0 1
C 0.46103 1.47521 -0.16647
N 1.61842 1.99454 -0.18952
N 0.03844 0.20750 -0.22230
S -0.73030 3.00668 -0.12972
S 1.28799 3.66808 -0.15427
H 0.73221 -0.48849 0.00643
H -0.90766 -0.00359 0.04610
*
```

Calculated values
**Orbital gap**: 8.14 eV
**LUMO level**: -0.2 eV

Version B
Formula: CH2N2S2
Source: the OMol25 dataset
Level of theory: the ωB97M-V functional and the def2-TZVPD basis

Geometry as ORCA input:
```
! RIJCOSX wB97M-V def2-TZVPD def2/J DEFGRID3
* xyz 0 1
C -1.50450 -0.11068 -0.50326
N -2.42511 -0.80372 -0.47060
N -0.37502 0.53982 -0.41573
S -0.15427 2.02173 -0.01102
S 1.79174 -1.15342 0.90944
H 1.20683 1.98524 -0.30059
H 1.46033 -2.47897 0.79176
*
```

Calculated values
**Orbital gap (spin up / spin down)**: 8.00 / 7.02 eV
**LUMO level (spin up / spin down)**: -2.1 / -2.4 eV

Which structure is most stable? version A, by 64.5 kcal/mol over the runner-up.

Version A
Formula: C3H4ClN
Source: the OMol25 dataset
Level of theory: the ωB97M-V functional and the def2-TZVPD basis

Geometry as ORCA input:
```
! RIJCOSX wB97M-V def2-TZVPD def2/J DEFGRID3
* xyz 0 1
C 0.15141 -0.35679 1.00559
C -0.16598 0.47139 -0.16122
Cl -1.92631 0.38657 -0.53744
C 0.54307 -0.00486 -1.44351
N 0.73514 -0.22295 -2.55700
H 1.21694 -0.52225 1.15558
H -0.32832 0.01378 1.95981
H -0.32384 -1.28535 0.69370
H 0.09789 1.52047 -0.11551
*
```

Calculated values
**SMILES**: C[C@H](Cl)C#N
**Orbital gap**: 12.08 eV
**LUMO level**: 0.6 eV

Version B
Formula: C3H4ClN
Source: the OMol25 dataset
Level of theory: the ωB97M-V functional and the def2-TZVPD basis

Geometry as ORCA input:
```
! RIJCOSX wB97M-V def2-TZVPD def2/J DEFGRID3
* xyz 0 1
C -2.26241 -1.26725 0.38170
C -1.11328 -0.85736 0.26021
C 0.16319 -0.54004 0.02669
N 1.25959 -0.41528 -0.56581
Cl 3.01475 -0.04487 0.17675
H -3.21455 -1.79235 0.12095
H 0.32048 3.01748 0.62634
H 0.38270 2.33791 0.50242
H 1.44953 -0.43825 -1.52926
*
```

Calculated values
**Orbital gap (spin up / spin down)**: 7.63 / 7.63 eV
**LUMO level (spin up / spin down)**: -0.5 / -0.5 eV

Which structure is most stable? version A, by 130.8 kcal/mol over the runner-up.

Version A
Formula: C3H10NS2
Source: the OMol25 dataset
Level of theory: the ωB97M-V functional and the def2-TZVPD basis

Geometry as ORCA input:
```
! RIJCOSX wB97M-V def2-TZVPD def2/J DEFGRID3
* xyz 1 1
C -2.23172 0.72038 1.05680
C 3.45329 0.14134 -0.82395
C -2.09068 -0.45762 0.30182
N -2.40103 -0.66398 -0.94632
S 2.16283 0.47152 0.43491
S 0.85795 -0.81522 -0.21798
H -1.29579 0.96020 1.41355
H -2.84281 0.61365 1.95209
H -2.57686 1.51758 0.40535
H 3.31018 -0.95993 -1.02347
H 4.40805 0.42336 -0.50590
H 3.22954 0.68739 -1.68512
H -1.77125 -1.41472 0.87513
H -2.92935 0.08351 -1.44871
H -2.06983 -1.50482 -1.46593
H 2.78750 0.19737 1.67773
*
```

Calculated values
**Orbital gap**: 7.75 eV
**LUMO level**: -4.2 eV

Version B
Formula: C3H10NS2
Source: the OMol25 dataset
Level of theory: the ωB97M-V functional and the def2-TZVPD basis

Geometry as ORCA input:
```
! RIJCOSX wB97M-V def2-TZVPD def2/J DEFGRID3
* xyz 1 1
C 1.18152 0.44496 -2.61149
C 1.70468 1.52958 -3.21872
N -0.03577 0.71511 -1.85684
H 1.49455 -0.60584 -2.58704
H 2.51114 1.50499 -3.91177
H 1.31182 2.52841 -2.92205
H -0.02583 0.45421 -0.80967
H -0.32414 1.72024 -1.91838
H -0.87860 0.20917 -2.15946
C 0.79243 -1.60916 1.97136
S 0.21118 -0.02391 1.28509
S -1.88796 -0.35278 1.45152
H 0.50273 -1.64270 3.04591
H 1.93021 -1.65341 1.90888
H 0.45749 -2.47086 1.34213
H -1.97240 -1.21519 0.37670
*
```

Calculated values
**Orbital gap**: 9.68 eV
**LUMO level**: -3.4 eV

Which structure is most stable? version B, by 13.0 kcal/mol over the runner-up.

Version A
Formula: CH7N5S
Source: the OMol25 dataset
Level of theory: the ωB97M-V functional and the def2-TZVPD basis

Geometry as ORCA input:
```
! RIJCOSX wB97M-V def2-TZVPD def2/J DEFGRID3
* xyz 2 1
H -2.98835 -0.24499 -1.11036
N -1.95264 -0.26161 -1.24108
N -1.19321 0.14211 -0.41415
N -1.43330 0.42118 0.83736
C 0.21480 0.37706 -0.75013
N 1.25274 -0.20567 -0.18797
N 1.11356 -1.09206 0.76647
S 2.96242 0.44257 -0.28313
H -2.41150 0.21818 1.07170
H -0.97145 0.60355 1.67663
H 0.36558 1.01734 -1.59556
H 0.62739 -2.01275 0.71455
H 1.96522 -1.12306 1.33965
H 2.44874 1.71815 -0.82397
*
```

Calculated values
**SMILES**: [H]/N=[N+](N)/C=[N+](\N)S
**Orbital gap**: 8.73 eV
**LUMO level**: -10.6 eV

Version B
Formula: CH7N5S
Source: the OMol25 dataset
Level of theory: the ωB97M-V functional and the def2-TZVPD basis

Geometry as ORCA input:
```
! RIJCOSX wB97M-V def2-TZVPD def2/J DEFGRID3
* xyz 2 1
C 2.90136 3.20081 -9.39954
N 2.62518 2.05807 -9.52243
N -1.44568 -1.25629 6.29572
N -2.24169 -0.97888 8.61871
N 2.33959 0.78640 -9.57226
N -2.43177 -1.62446 7.52992
S -1.70252 -2.09151 5.04474
H 3.10477 4.24788 -9.37092
H -2.37410 -0.06216 8.47747
H -1.63983 -1.33843 9.46640
H 2.77121 0.34616 -10.42020
H 1.45725 0.48483 -9.11953
H -2.43862 -2.61564 7.54348
H -0.92515 -1.15678 4.42844
*
```

Calculated values
**Orbital gap (spin up / spin down)**: 7.51 / 7.26 eV
**LUMO level (spin up / spin down)**: -7.8 / -7.9 eV

Which structure is most stable? version B, by 28.7 kcal/mol over the runner-up.